# C20H55N5O5

A cluster of 5 separate species, C20H55N5O5 in total (wB97M-V/def2-TZVPD, the OMol25 dataset).

The energy above the lowest of the compared OMol25 structures with the same formula, charge and spin comes out at 4.724 eV. As for the charge: 0. The LUMO energy is 0.02595 Eh. For the HOMO energy, the calculation gives -0.3343 Eh. For the HOMO-LUMO gap, the calculation gives 0.3603 Eh. Its largest force on an atom is 5.091 eV/A. The spin multiplicity is 1. The calculation puts the calculated total energy at -39312.876 eV.

Each line ends with the Mulliken charge.
Element x y z (Å)
C 34.861 -4.653 37.934  -1.338
C 35.700 -3.551 38.562  0.296
C 36.601 -3.883 39.817  -0.575
O 37.262 -2.621 40.152  -0.364
C 37.786 -2.583 41.497  -0.751
N 36.724 -3.044 37.605  -0.840
H 34.272 -5.142 38.710  0.347
H 35.546 -5.388 37.511  0.289
H 34.347 -4.261 37.056  0.365
H 35.016 -2.719 38.730  0.274
H 37.338 -4.686 39.774  0.339
H 35.896 -4.236 40.570  0.382
H 38.791 -2.988 41.619  0.254
H 37.023 -2.946 42.186  0.329
H 37.763 -1.508 41.673  0.270
H 37.279 -3.869 37.428  0.266
H 37.213 -2.459 38.268  0.459
C 29.653 -2.580 26.290  -1.377
C 29.770 -4.068 26.583  0.321
C 29.442 -4.560 27.962  -0.642
O 29.749 -6.000 28.079  -0.323
C 29.867 -6.472 29.438  -0.707
N 28.849 -4.514 25.595  -0.650
H 28.686 -2.221 26.643  0.302
H 29.825 -2.428 25.225  0.358
H 30.339 -1.863 26.740  0.343
H 30.720 -4.375 26.144  0.292
H 28.408 -4.426 28.282  0.341
H 30.184 -4.161 28.654  0.414
H 28.870 -6.752 29.781  0.268
H 30.412 -5.820 30.120  0.307
H 30.430 -7.401 29.351  0.245
H 28.176 -5.113 26.051  0.246
H 29.331 -5.124 24.951  0.262
C 25.621 -5.306 36.035  -1.466
C 25.894 -3.981 36.882  0.257
C 24.915 -3.026 36.467  -0.843
O 23.635 -3.277 37.006  -0.332
C 22.652 -2.457 36.456  -0.809
N 25.795 -4.240 38.292  -0.767
H 24.597 -5.678 36.009  0.316
H 26.202 -6.086 36.529  0.400
H 25.849 -5.200 34.975  0.398
H 26.926 -3.817 36.571  0.322
H 24.903 -2.840 35.393  0.522
H 25.231 -2.075 36.898  0.398
H 22.745 -1.435 36.824  0.308
H 21.667 -2.827 36.741  0.271
H 22.591 -2.416 35.368  0.325
H 24.901 -4.704 38.220  0.371
H 25.465 -3.332 38.588  0.330
C 35.830 3.932 25.327  -1.308
C 35.922 2.493 24.785  0.314
C 35.717 1.379 25.859  -0.706
O 35.916 0.139 25.135  -0.310
C 36.062 -1.016 25.935  -0.693
N 34.911 2.432 23.792  -0.739
H 36.490 3.931 26.194  0.350
H 34.829 4.253 25.615  0.325
H 36.086 4.589 24.496  0.377
H 36.841 2.501 24.199  0.256
H 34.809 1.371 26.462  0.376
H 36.452 1.575 26.639  0.383
H 35.054 -1.298 26.240  0.257
H 36.691 -0.756 26.786  0.307
H 36.578 -1.796 25.376  0.234
H 34.747 1.459 23.577  0.297
H 34.085 2.668 24.322  0.281
C 30.090 -7.704 17.812  -1.476
C 29.060 -8.735 18.253  0.505
C 28.617 -8.595 19.671  -0.764
O 29.681 -8.590 20.577  -0.317
C 29.917 -9.848 21.112  -0.703
N 28.018 -8.520 17.298  -0.784
H 30.270 -7.624 16.740  0.490
H 31.016 -8.020 18.291  0.275
H 29.803 -6.673 18.016  0.391
H 29.530 -9.708 18.108  0.210
H 27.714 -9.159 19.904  0.386
H 28.261 -7.566 19.623  0.310
H 30.870 -9.835 21.642  0.253
H 30.018 -10.612 20.342  0.297
H 29.119 -10.176 21.778  0.295
H 27.796 -7.537 17.369  0.327
H 28.564 -8.632 16.456  0.304

# C20H56N4O6

A cluster of 6 separate species, C20H56N4O6 in total (wB97M-V/def2-TZVPD, the OMol25 dataset).

The energy above the lowest of the compared OMol25 structures with the same formula, charge and spin comes out at 1.996 eV. As for the charge: -1. The LUMO energy (spin up / spin down) is 0.08193 / 0.07949 Eh. For the HOMO energy (spin up / spin down), the calculation gives 0.0338 / -0.2381 Eh. For the HOMO-LUMO gap (spin up / spin down), the calculation gives 0.0481 / 0.3175 Eh. Its largest force on an atom is 4.025 eV/A. The spin multiplicity is 2. The calculation puts the calculated total energy at -39887.075 eV.

Each line ends with the Löwdin spin population.
Element x y z (Å)
C 3.512 -4.620 0.567  0.037
C 2.462 -3.761 -0.216  0.013
O 2.216 -2.638 0.651  0.002
H 3.132 -5.067 1.485  0.004
H 4.403 -4.041 0.810  0.018
H 3.803 -5.405 -0.130  0.004
H 1.464 -4.186 -0.329  0.001
H 2.790 -3.564 -1.237  0.004
H 2.934 -2.308 1.197  0.001
C -1.159 -0.912 1.611  0.004
C 0.007 0.011 1.946  0.003
O 1.067 -0.686 2.548  0.014
H -0.797 -1.805 1.102  0.001
H -1.976 -0.398 1.104  0.001
H -1.572 -1.140 2.594  0.000
H -0.368 0.772 2.630  0.001
H 0.370 0.499 1.041  0.001
H 1.572 -1.271 1.979  0.001
C 3.991 -0.074 -0.054  0.046
C 4.605 -0.097 1.367  0.112
C 4.374 1.241 2.181  0.062
O 4.545 2.518 1.568  0.021
C 5.890 3.111 1.591  0.165
N 4.120 -1.297 2.037  0.020
H 4.342 0.835 -0.542  0.014
H 2.913 0.086 -0.060  0.002
H 4.124 -0.972 -0.659  0.012
H 5.679 0.017 1.223  0.076
H 4.924 1.224 3.122  0.049
H 3.304 1.168 2.373  0.002
H 5.731 4.156 1.323  0.015
H 6.464 2.448 0.944  0.044
H 6.470 3.246 2.504  0.038
H 4.884 -1.629 2.608  0.079
H 3.512 -0.876 2.724  0.010
C -1.202 1.692 -1.378  0.007
C -2.638 1.629 -1.983  0.003
C -2.631 1.809 -3.588  0.009
O -3.965 1.852 -4.120  0.001
C -4.245 2.249 -5.454  0.008
N -3.352 0.515 -1.581  0.002
H -0.586 2.556 -1.629  0.005
H -0.600 0.855 -1.732  0.003
H -1.335 1.728 -0.297  0.000
H -3.278 2.445 -1.646  0.001
H -2.077 0.950 -3.967  0.002
H -2.149 2.771 -3.758  0.003
H -5.309 2.484 -5.450  0.001
H -4.042 1.385 -6.087  0.001
H -3.703 3.095 -5.877  0.001
H -4.229 0.580 -2.078  0.001
H -3.727 0.632 -0.650  0.001
C 0.605 3.735 3.233  0.008
C 1.236 4.181 1.900  0.005
C 0.483 5.378 1.384  0.008
O -0.842 4.973 0.919  0.001
C -1.484 5.942 0.118  0.009
N 2.650 4.410 2.083  0.005
H 0.999 2.766 3.539  0.003
H -0.459 3.511 3.157  0.001
H 0.849 4.525 3.944  0.001
H 1.325 3.356 1.193  0.002
H 1.026 5.926 0.613  0.004
H 0.292 5.978 2.274  0.001
H -0.955 6.203 -0.799  0.003
H -1.525 6.915 0.609  0.001
H -2.492 5.655 -0.181  0.002
H 3.139 4.235 1.217  0.006
H 3.099 3.650 2.573  0.003
C -2.293 -4.563 0.165  0.002
C -3.303 -4.024 -0.919  0.002
C -4.286 -5.130 -1.430  0.002
O -3.598 -6.223 -2.058  0.001
C -4.507 -7.276 -2.418  0.002
N -3.946 -2.749 -0.575  0.001
H -2.784 -4.558 1.137  0.000
H -1.377 -3.973 0.127  0.000
H -1.875 -5.553 -0.020  0.001
H -2.599 -3.712 -1.691  0.001
H -4.930 -4.637 -2.158  0.001
H -4.908 -5.426 -0.586  0.000
H -4.000 -8.144 -2.840  0.000
H -5.196 -6.916 -3.182  0.000
H -5.030 -7.556 -1.504  0.000
H -4.716 -2.616 -1.215  0.001
H -3.263 -2.098 -0.936  0.000

# C20H56N4O7

A cluster of 6 separate species, C20H56N4O7 in total (wB97M-V/def2-TZVPD, the OMol25 dataset).

The energy above the lowest of the compared OMol25 structures with the same formula, charge and spin comes out at 2.687 eV. As for the charge: 0. The LUMO energy is 0.01532 Eh. For the HOMO energy, the calculation gives -0.3137 Eh. For the HOMO-LUMO gap, the calculation gives 0.3290 Eh. Its largest force on an atom is 3.195 eV/A. The spin multiplicity is 1. The calculation puts the calculated total energy at -41933.736 eV.

Each line ends with the Mulliken charge.
Element x y z (Å)
C 0.542 1.310 0.348  -0.527
O -0.788 0.840 0.393  -0.472
H 0.764 1.996 -0.469  0.242
H 0.940 1.901 1.173  0.251
H 1.130 0.392 0.344  0.231
H -0.930 0.385 1.227  0.273
C -0.492 7.763 3.161  -0.431
O -1.337 8.833 2.699  -0.507
H -1.125 7.180 3.829  0.205
H -0.246 7.118 2.318  0.182
H 0.405 8.205 3.595  0.246
H -1.129 9.603 3.234  0.305
C -2.702 -6.667 -3.621  -0.687
O -2.380 -5.347 -3.344  -0.369
C -3.508 -4.618 -2.706  -0.713
C -3.847 -5.043 -1.296  -0.699
N -4.693 -6.197 -1.227  -0.212
C -4.816 -6.739 0.148  -0.542
C -5.989 -7.692 0.240  -0.597
O -7.176 -7.052 -0.011  -0.329
C -8.318 -7.947 -0.163  -0.717
H -3.583 -6.940 -4.202  0.296
H -2.796 -7.227 -2.691  0.217
H -1.914 -7.257 -4.089  0.306
H -4.331 -4.643 -3.420  0.361
H -3.218 -3.576 -2.836  0.337
H -4.491 -4.311 -0.810  0.569
H -2.910 -5.001 -0.741  0.348
H -5.629 -5.987 -1.544  0.238
H -4.977 -5.934 0.865  0.257
H -3.936 -7.270 0.513  0.352
H -6.161 -8.122 1.226  0.380
H -5.873 -8.491 -0.492  0.380
H -8.856 -7.604 -1.048  0.248
H -8.933 -7.860 0.732  0.231
H -7.985 -8.950 -0.431  0.346
C 7.763 -3.475 1.326  -1.282
C 6.296 -3.706 0.874  0.529
C 6.173 -3.781 -0.657  -0.759
O 6.783 -2.801 -1.372  -0.330
C 6.227 -1.451 -1.273  -0.704
N 5.689 -4.792 1.618  -0.635
H 8.375 -4.370 1.212  0.383
H 7.800 -3.116 2.355  0.332
H 8.319 -2.821 0.655  0.347
H 5.664 -2.847 1.101  0.104
H 5.139 -3.924 -0.973  0.350
H 6.616 -4.732 -0.951  0.332
H 5.406 -1.452 -1.990  0.307
H 6.946 -0.728 -1.658  0.238
H 5.795 -1.211 -0.302  0.300
H 4.913 -5.240 1.153  0.215
H 6.433 -5.436 1.847  0.275
C -5.214 -1.366 3.576  -1.267
C -4.318 -1.077 4.801  0.400
C -3.267 -2.095 5.083  -0.773
O -2.342 -2.239 3.899  -0.223
C -1.175 -3.010 3.998  -0.800
N -3.726 0.255 4.531  -0.653
H -4.758 -1.042 2.640  0.331
H -6.104 -0.739 3.628  0.339
H -5.498 -2.387 3.321  0.318
H -4.826 -0.878 5.745  0.297
H -3.697 -3.045 5.399  0.339
H -2.605 -1.771 5.887  0.390
H -0.527 -2.792 3.150  0.233
H -1.339 -4.082 3.881  0.280
H -0.538 -2.783 4.853  0.327
H -2.978 0.397 5.195  0.217
H -3.407 0.416 3.586  0.249
C 3.429 11.309 -5.407  -1.281
C 4.050 11.653 -4.146  0.433
C 4.975 10.514 -3.547  -0.788
O 4.346 9.227 -3.552  -0.342
C 3.175 9.116 -2.707  -0.689
N 4.853 12.845 -4.499  -0.691
H 2.801 10.436 -5.230  0.307
H 4.147 11.087 -6.197  0.339
H 2.700 12.012 -5.810  0.412
H 3.340 11.877 -3.349  0.221
H 5.445 10.910 -2.646  0.366
H 5.875 10.412 -4.154  0.405
H 2.693 8.143 -2.799  0.236
H 2.452 9.912 -2.888  0.283
H 3.461 9.047 -1.658  0.307
H 5.377 13.059 -3.662  0.237
H 4.154 13.513 -4.792  0.245